No. 1
{"formula": "C22H28N6O3", "method": "wB97M-V/def2-TZVPD", "lumo_energy_ev": 0.2264, "smiles": "COc1ccc(OC)c(CCNC(=O)CCc2nnc3ccc(N4CCCC4)nn23)c1", "orbital_gap_ha": 0.2895, "charge": 0, "largest_force_ev_per_a": 1.4, "symbols": ["C", "O", "C", "C", "C", "C", "O", "C", "C", "C", "C", "N", "C", "O", "C", "C", "C", "N", "N", "C", "C", "C", "C", "N", "C", "C", "C", "C", "N", "N", "C", "H", "H", "H", "H", "H", "H", "H", "H", "H", "H", "H", "H", "H", "H", "H", "H", "H", "H", "H", "H", "H", "H", "H", "H", "H", "H", "H", "H"], "xyz": [[-0.73, -0.91, 3.19], [0.38, -1.02, 2.33], [0.18, -1.55, 1.08], [1.30, -1.70, 0.27], [1.17, -2.19, -1.01], [-0.08, -2.52, -1.53], [-0.29, -3.02, -2.78], [0.75, -2.92, -3.73], [-1.21, -2.38, -0.71], [-2.56, -2.71, -1.29], [-3.68, -1.78, -0.80], [-3.30, -0.39, -0.90], [-3.15, 0.40, 0.18], [-3.44, 0.03, 1.31], [-2.61, 1.80, -0.04], [-2.27, 2.20, -1.48], [-1.12, 1.44, -2.03], [-1.09, 0.82, -3.19], [0.13, 0.36, -3.42], [0.88, 0.69, -2.39], [2.25, 0.54, -2.09], [2.70, 0.99, -0.89], [1.77, 1.58, 0.04], [2.17, 1.96, 1.26], [3.48, 1.71, 1.83], [3.39, 2.31, 3.23], [1.92, 2.09, 3.59], [1.21, 2.38, 2.27], [0.51, 1.81, -0.27], [0.11, 1.38, -1.47], [-1.07, -1.92, 0.58], [-0.36, -0.44, 4.10], [-1.53, -0.31, 2.76], [-1.13, -1.90, 3.45], [2.27, -1.43, 0.66], [2.06, -2.30, -1.61], [0.33, -3.31, -4.66], [1.62, -3.52, -3.45], [1.04, -1.87, -3.88], [-2.83, -3.74, -1.04], [-2.48, -2.64, -2.38], [-3.93, -1.96, 0.25], [-4.58, -1.95, -1.40], [-2.94, -0.09, -1.80], [-3.36, 2.49, 0.36], [-1.72, 1.90, 0.57], [-2.00, 3.26, -1.47], [-3.12, 2.08, -2.15], [2.90, 0.08, -2.82], [3.73, 0.90, -0.62], [4.26, 2.19, 1.23], [3.69, 0.64, 1.88], [4.08, 1.83, 3.92], [3.61, 3.38, 3.20], [1.58, 2.73, 4.39], [1.76, 1.05, 3.87], [0.29, 1.82, 2.15], [0.99, 3.44, 2.15], [-1.94, -1.83, 1.20]], "mulliken_charge": [-0.8834, -0.4718, 0.2343, -0.6410, -0.4649, 0.2147, -0.5085, -0.7917, 0.4255, -0.7915, -1.0393, -0.1023, 0.7621, -0.7212, -0.1453, -0.9108, 0.5320, -0.7056, -0.5434, 0.7586, -1.0776, -0.3495, 0.3273, 0.1290, -0.6647, -0.8255, -0.7052, 0.2053, -1.0886, 0.9509, -0.0520, 0.2658, 0.2896, 0.3619, 0.4755, 0.3039, 0.2889, 0.3153, 0.2490, 0.3104, 0.4234, 0.4974, 0.4397, 0.2434, 0.4381, -0.2679, 0.4065, 0.3196, 0.4951, 0.4078, 0.3814, 0.2980, 0.4019, 0.3380, 0.4516, 0.1166, -0.2736, 0.3634, 0.6031]}



No. 2
{"formula": "C14H23BN6Ti", "method": "wB97M-V/def2-TZVPD", "lumo_energy_ev": -8.7245, "orbital_gap_ha": 0.2698, "charge": 2, "largest_force_ev_per_a": 4.7, "symbols": ["H", "N", "B", "N", "C", "Ti", "H", "C", "H", "C", "H", "C", "H", "H", "H", "N", "N", "N", "N", "C", "C", "H", "H", "C", "C", "C", "C", "H", "H", "H", "H", "H", "C", "C", "C", "C", "H", "H", "H", "H", "H", "H", "H", "H", "H"], "xyz": [[-0.62, 3.14, 1.33], [-0.19, 1.83, -0.31], [0.40, 0.85, -2.58], [0.31, 2.03, -1.58], [0.53, 3.34, -1.77], [-0.59, -0.14, 0.14], [0.92, 3.67, -2.72], [0.20, 4.02, -0.59], [0.25, 5.08, -0.41], [-0.25, 3.05, 0.31], [0.78, 1.19, -3.67], [-1.94, -2.06, 1.18], [-2.39, -1.99, 2.18], [-0.98, -2.59, 1.29], [-2.58, -2.67, 0.55], [-1.03, 0.26, -2.71], [1.33, -0.25, -1.99], [-1.70, -0.20, -1.58], [1.04, -0.87, -0.78], [-1.83, 0.16, -3.79], [2.43, -0.80, -2.52], [-1.48, 0.49, -4.76], [2.81, -0.43, -3.46], [-3.04, -0.40, -3.38], [2.90, -1.79, -1.65], [-2.93, -0.62, -2.00], [2.02, -1.81, -0.56], [-3.88, -0.62, -4.01], [3.75, -2.42, -1.80], [-3.64, -1.05, -1.31], [2.01, -2.45, 0.30], [-1.94, -1.00, 0.74], [2.03, -0.41, 2.68], [0.54, -0.68, 2.92], [0.28, -0.77, 4.44], [-0.35, 0.34, 2.19], [2.30, 0.62, 2.97], [2.29, -0.55, 1.63], [2.63, -1.11, 3.27], [0.32, -1.68, 2.50], [0.46, 0.20, 4.92], [-0.75, -1.08, 4.65], [0.95, -1.52, 4.87], [-1.40, 0.33, 2.55], [0.06, 1.37, 2.28]], "mulliken_charge": [0.5827, 0.2447, 0.0619, -0.2055, 0.0074, 0.3507, 0.4729, -1.1893, 0.4336, -0.1411, -0.0183, -0.7742, 0.3888, 0.3250, 0.4429, -0.2293, -0.1493, 0.4147, 0.4475, -0.0083, -0.0026, 0.4660, 0.4901, -1.1739, -1.2353, -0.1936, -0.2585, 0.4319, 0.4562, 0.4739, 0.5809, 0.3075, -1.5082, 1.2790, -1.6194, -0.9086, 0.3754, 0.2776, 0.4086, -0.3125, 0.3690, 0.3879, 0.4156, 0.4018, 0.6336]}



No. 3
{"formula": "C6H15N", "method": "wB97M-V/def2-TZVPD", "lumo_energy_ev": 0.2878, "orbital_gap_ha": 0.3311, "charge": 0, "largest_force_ev_per_a": 4.5, "symbols": ["C", "N", "C", "C", "C", "C", "C", "H", "H", "H", "H", "H", "H", "H", "H", "H", "H", "H", "H", "H", "H", "H"], "xyz": [[-0.04, -1.10, -0.57], [0.57, 0.22, -0.38], [1.79, 0.21, -1.18], [2.46, 1.58, -1.18], [-1.45, -1.30, 0.12], [-1.68, 0.79, 1.73], [-1.36, -0.69, 1.56], [0.55, -1.93, -0.13], [-0.21, -1.41, -1.62], [-2.24, -0.89, -0.56], [1.51, 0.04, -2.23], [2.43, -0.64, -0.90], [2.91, 1.86, -0.24], [3.21, 1.51, -1.97], [1.70, 2.29, -1.51], [-1.00, 0.51, -0.68], [-1.59, -2.39, 0.12], [-0.92, 1.46, 1.33], [-1.67, 0.93, 2.82], [-2.68, 1.08, 1.41], [-1.97, -1.31, 2.21], [-0.31, -0.81, 1.86]], "mulliken_charge": [-0.9513, -0.2465, -0.3636, -1.1991, -1.0892, -1.2674, -0.1726, 0.4991, 0.3610, 0.4973, 0.2825, 0.3564, 0.3228, 0.3800, 0.2867, 0.3149, 0.3240, 0.3866, 0.3450, 0.2755, 0.4273, 0.2305]}



No. 4
{"formula": "C19H24BrN3O3", "method": "wB97M-V/def2-TZVPD", "lumo_energy_ev": 0.4720, "smiles": "CCOC(=O)c1[nH]c2ccc(Br)cc2c1NC(=O)CCN1CCCCC1", "orbital_gap_ha": 0.3080, "charge": 0, "largest_force_ev_per_a": 1.0, "symbols": ["C", "C", "O", "C", "O", "C", "N", "C", "C", "C", "C", "Br", "C", "C", "C", "N", "C", "O", "C", "C", "N", "C", "C", "C", "C", "C", "H", "H", "H", "H", "H", "H", "H", "H", "H", "H", "H", "H", "H", "H", "H", "H", "H", "H", "H", "H", "H", "H", "H", "H"], "xyz": [[1.08, 4.52, -4.90], [0.94, 4.19, -3.43], [0.39, 2.87, -3.31], [0.41, 2.34, -2.07], [0.79, 2.94, -1.09], [-0.15, 0.99, -2.07], [-0.92, 0.52, -3.10], [-1.38, -0.72, -2.79], [-2.20, -1.59, -3.50], [-2.50, -2.81, -2.93], [-1.98, -3.15, -1.68], [-2.43, -4.86, -0.95], [-1.17, -2.31, -0.96], [-0.87, -1.07, -1.52], [-0.08, 0.04, -1.07], [0.67, 0.10, 0.09], [1.97, 0.49, 0.10], [2.61, 0.78, -0.88], [2.55, 0.52, 1.51], [2.22, -0.72, 2.35], [0.79, -0.86, 2.62], [0.41, -2.23, 2.94], [-1.11, -2.35, 3.04], [-1.64, -1.41, 4.11], [-1.18, 0.01, 3.79], [0.34, 0.05, 3.67], [1.50, 5.51, -5.01], [1.74, 3.80, -5.38], [0.12, 4.48, -5.39], [1.90, 4.21, -2.91], [0.26, 4.89, -2.93], [-1.09, 1.03, -3.95], [-2.59, -1.32, -4.47], [-3.14, -3.51, -3.45], [-0.77, -2.61, 0.00], [0.32, -0.32, 0.95], [2.17, 1.43, 2.00], [3.63, 0.62, 1.43], [2.80, -0.69, 3.28], [2.54, -1.60, 1.79], [0.79, -2.89, 2.15], [0.86, -2.55, 3.90], [-1.37, -3.39, 3.27], [-1.56, -2.09, 2.08], [-2.73, -1.46, 4.14], [-1.26, -1.71, 5.09], [-1.50, 0.70, 4.57], [-1.62, 0.33, 2.84], [0.66, 1.06, 3.42], [0.79, -0.22, 4.64]], "mulliken_charge": [-1.2332, -0.2153, -0.3120, -0.0158, -0.6165, 0.0915, -0.0190, -1.0205, -0.9652, -0.4207, -0.4930, -0.2245, 0.1126, 0.9596, 1.1788, 0.1755, 0.7321, -0.6474, -0.9310, -0.8809, 0.4140, -1.0629, -0.3953, -0.9142, -0.7098, -0.8484, 0.3888, 0.3120, 0.3168, 0.3278, 0.2910, 0.1920, 0.4184, 0.4001, 0.6199, -0.0594, 0.2186, 0.3948, 0.3871, 0.4550, 0.4283, 0.4039, 0.3975, 0.1983, 0.3809, 0.3589, 0.3676, 0.2765, 0.3327, 0.4545]}



No. 5
{"formula": "C2H9N3O", "method": "wB97M-V/def2-TZVPD", "lumo_energy_ev": [-10.2061, -9.1507], "orbital_gap_ha": [0.3002, 0.3396], "charge": 2, "largest_force_ev_per_a": 4.5, "symbols": ["C", "C", "N", "N", "N", "O", "H", "H", "H", "H", "H", "H", "H", "H", "H"], "xyz": [[0.10, -0.87, -0.96], [-0.33, 0.91, 1.54], [-0.34, -0.36, -2.04], [0.62, -1.99, -0.59], [-0.33, 2.36, 1.65], [0.74, -2.98, -1.49], [-1.14, 0.29, 1.80], [0.46, 0.29, 1.11], [-0.55, 0.72, -2.26], [-0.76, -1.02, -2.83], [0.70, -2.30, 0.50], [0.22, 2.75, 0.85], [0.31, 2.80, 2.41], [-1.34, 2.66, 1.97], [1.65, -3.26, -1.66]], "mulliken_charge": [0.3220, -0.6919, -0.3466, -0.0306, -0.3317, -0.3720, 0.3752, 0.4251, 0.3061, 0.3445, 0.3578, 0.4025, 0.4238, 0.4277, 0.3880]}



No. 6
{"formula": "C24H26GeN6PRhS", "method": "wB97M-V/def2-TZVPD", "lumo_energy_ev": [-7.1317, -7.1299], "orbital_gap_ha": [0.2386, 0.2386], "charge": 2, "largest_force_ev_per_a": 0.6, "symbols": ["Rh", "C", "N", "C", "C", "N", "C", "P", "C", "N", "C", "C", "N", "C", "C", "N", "C", "C", "N", "C", "H", "H", "H", "H", "H", "H", "H", "H", "H", "H", "H", "H", "H", "H", "H", "S", "Ge", "C", "C", "C", "C", "C", "C", "C", "C", "C", "C", "C", "C", "H", "H", "H", "H", "H", "H", "H", "H", "H", "H", "H"], "xyz": [[0.03, 0.33, 0.22], [2.39, 3.16, -3.80], [1.45, 2.83, -2.74], [0.34, 3.56, -2.43], [-0.31, 2.91, -1.43], [0.40, 1.78, -1.13], [1.46, 1.75, -1.94], [2.75, 0.47, -1.95], [2.95, 0.43, -0.13], [1.94, 0.36, 0.74], [2.47, 0.47, 2.00], [3.82, 0.58, 1.88], [4.11, 0.55, 0.54], [5.45, 0.65, -0.04], [1.62, -0.95, -2.06], [0.58, -1.12, -1.25], [-0.06, -2.25, -1.67], [0.61, -2.77, -2.73], [1.67, -1.95, -2.97], [2.65, -2.10, -4.05], [2.45, 4.24, -3.88], [2.05, 2.74, -4.75], [3.38, 2.77, -3.56], [0.10, 4.48, -2.94], [-1.21, 3.17, -0.91], [1.86, 0.50, 2.88], [4.58, 0.69, 2.63], [6.16, 0.71, 0.77], [5.52, 1.55, -0.65], [5.66, -0.23, -0.64], [-0.95, -2.62, -1.19], [0.43, -3.65, -3.34], [2.61, -3.12, -4.41], [3.65, -1.89, -3.68], [2.41, -1.42, -4.87], [-1.23, 1.75, 1.45], [-2.73, 0.09, 1.16], [-1.55, -1.42, 1.57], [-1.90, -2.71, 1.14], [-1.03, -3.77, 1.30], [0.24, -3.57, 1.85], [0.60, -2.31, 2.28], [-0.30, -1.24, 2.17], [-4.32, 0.60, 2.11], [-4.26, 0.93, 3.46], [-5.42, 1.29, 4.13], [-6.63, 1.32, 3.45], [-6.69, 1.00, 2.10], [-5.53, 0.64, 1.42], [-3.02, -0.11, -0.35], [-2.87, -2.89, 0.69], [-1.33, -4.77, 1.00], [0.92, -4.40, 1.97], [1.56, -2.17, 2.77], [-0.11, -0.33, 2.72], [-3.32, 0.91, 3.99], [-5.38, 1.54, 5.18], [-7.53, 1.61, 3.97], [-7.63, 1.03, 1.57], [-5.58, 0.39, 0.37]], "mulliken_charge": [-0.0300, -0.8490, 0.1374, -0.5925, -0.7047, 0.5363, 0.1531, -0.3543, 0.0540, 0.8394, -0.9210, -0.6023, 0.1156, -0.8025, -0.1339, 0.7978, -0.8520, -0.7300, 0.1079, -0.8210, 0.3515, 0.3195, 0.3657, 0.4711, 0.5122, 0.6825, 0.4696, 0.3293, 0.3232, 0.3405, 0.6474, 0.4742, 0.3279, 0.3595, 0.3204, -0.3847, 0.6647, 0.8026, -0.7217, -0.5329, -0.6286, -0.6959, -0.7196, 0.3437, -0.1930, -0.6740, -0.4593, -0.5624, -0.4554, -0.0121, 0.4534, 0.4094, 0.4658, 0.5140, 0.8839, 0.3396, 0.4031, 0.3961, 0.4018, 0.3189]}



No. 7
{"formula": "C4H13NOS", "method": "wB97M-V/def2-TZVPD", "lumo_energy_ev": 0.6356, "smiles": "CCNCCS.O", "orbital_gap_ha": 0.3410, "charge": 0, "largest_force_ev_per_a": 1.9, "symbols": ["C", "C", "N", "C", "C", "S", "H", "H", "H", "H", "H", "H", "H", "H", "H", "H", "H", "O", "H", "H"], "xyz": [[1.62, 1.67, 0.97], [1.17, 0.23, 1.09], [0.66, -0.31, -0.16], [0.59, -1.75, -0.20], [-0.69, -2.37, 0.42], [-2.33, -1.70, -0.12], [1.30, 2.42, 1.70], [1.16, 1.98, 0.03], [2.67, 1.93, 0.79], [1.99, -0.43, 1.41], [0.53, 0.06, 1.98], [-0.25, 0.10, -0.41], [0.57, -2.08, -1.24], [1.42, -2.18, 0.35], [-0.67, -2.18, 1.49], [-0.68, -3.45, 0.34], [-2.32, -2.49, -1.24], [-1.90, 3.64, -2.20], [-2.61, 3.06, -1.93], [-2.24, 3.87, -3.08]], "mulliken_charge": [-0.9998, -0.2875, -0.2931, -0.5468, -0.7908, -0.2144, 0.3197, 0.2639, 0.2719, 0.3077, 0.2531, 0.2228, 0.2899, 0.3189, 0.3265, 0.4266, 0.1309, -0.6240, 0.3105, 0.3139]}



No. 8
{"formula": "C17H24BrClFO5P", "method": "wB97M-V/def2-TZVPD", "lumo_energy_ev": 0.3379, "smiles": "CCC[C@@]1(Br)OC(=O)O[C@@]1(CCCCOC)P(O)Cl.Fc1ccccc1", "orbital_gap_ha": 0.3553, "charge": 0, "largest_force_ev_per_a": 5.1, "symbols": ["C", "C", "C", "C", "Br", "O", "C", "O", "O", "C", "C", "C", "C", "C", "O", "C", "P", "O", "Cl", "H", "H", "H", "H", "H", "H", "H", "H", "H", "H", "H", "H", "H", "H", "H", "H", "H", "H", "H", "F", "C", "C", "C", "C", "C", "C", "H", "H", "H", "H", "H"], "xyz": [[-3.44, -2.27, -0.28], [-2.82, -1.16, -1.20], [-1.37, -0.73, -0.81], [-1.30, 0.55, 0.11], [-1.74, 2.12, -0.99], [-2.43, 0.43, 0.99], [-2.00, -0.38, 2.04], [-2.66, -1.05, 2.70], [-0.62, -0.24, 2.12], [-0.10, 0.63, 1.11], [0.45, 2.03, 1.52], [-0.49, 2.86, 2.45], [-0.76, 2.22, 3.86], [-0.82, 3.28, 5.02], [0.27, 3.18, 5.93], [0.16, 2.02, 6.78], [1.53, -0.27, 0.61], [1.30, -1.89, 1.02], [1.80, -0.12, -1.48], [-4.24, -2.76, -0.88], [-3.93, -1.80, 0.59], [-2.71, -3.06, -0.02], [-2.74, -1.61, -2.22], [-3.51, -0.29, -1.33], [-0.84, -0.50, -1.77], [-0.80, -1.54, -0.30], [0.60, 2.60, 0.57], [1.47, 1.87, 1.94], [-1.42, 3.11, 1.89], [0.02, 3.83, 2.63], [-0.08, 1.37, 4.09], [-1.79, 1.78, 3.82], [-1.77, 3.17, 5.60], [-0.82, 4.32, 4.64], [0.08, 2.33, 7.85], [-0.69, 1.37, 6.49], [1.14, 1.48, 6.70], [2.21, -2.18, 1.22], [3.44, -0.53, -8.23], [3.17, -1.29, -7.16], [3.19, -0.72, -5.90], [2.91, -1.51, -4.79], [2.62, -2.86, -4.96], [2.62, -3.42, -6.23], [2.89, -2.63, -7.34], [3.42, 0.33, -5.79], [2.91, -1.07, -3.80], [2.41, -3.48, -4.09], [2.40, -4.48, -6.36], [2.88, -3.05, -8.34]], "mulliken_charge": [-1.1032, -0.4632, -0.8240, 0.1830, -0.0701, -0.3214, 0.4903, -0.4372, -0.4803, 1.3321, -1.3292, -0.7177, -0.2514, -0.8173, -0.4046, -0.6624, -0.0415, -0.4729, -0.2420, 0.3801, 0.2551, 0.2576, 0.3948, 0.2556, 0.4319, 0.2864, 0.4353, 0.5771, 0.2274, 0.5529, 0.4717, 0.1510, 0.3551, 0.4034, 0.2418, 0.3156, 0.2300, 0.3643, -0.3098, 0.3302, -0.5249, 0.1055, -0.5881, -0.2667, -0.4547, 0.4110, 0.1922, 0.3856, 0.3620, 0.4034]}